Record 1
The following is a quantum chemistry calculation of a structure of composition C29H22AsNOsS, from the Open Molecules 2025 dataset.

Results
**F_max**: 0.95 eV/Å
**Total charge**: +2
**Electronic energy**: -106045.783 eV
**HOMO energy (spin up / spin down)**: -14.512 / -14.510 eV

Each line ends with the Mulliken charge.
Element x y z (Å)
1 Os 1.1770 1.6794 -0.1197  0.79
2 S 0.7931 2.3960 -2.1021  -0.10
3 C -0.8683 2.1731 -2.5667  0.83
4 C -1.3267 2.7726 -3.7417  -0.50
5 C -2.6634 2.6310 -4.0827  -0.67
6 C -3.5253 1.9225 -3.2566  -0.66
7 C -3.0664 1.3155 -2.0838  -0.44
8 C -1.7309 1.4249 -1.7610  -0.30
9 As -0.8916 0.5321 -0.2696  0.94
10 C -0.4497 -1.2291 -0.9044  0.42
11 C -0.6773 -1.5841 -2.2269  -0.36
12 C -0.3226 -2.8563 -2.6584  -0.72
13 C 0.2470 -3.7594 -1.7732  -0.65
14 C 0.4701 -3.3973 -0.4495  -0.85
15 C 0.1217 -2.1306 -0.0100  -0.10
16 C -2.1827 0.4038 1.1199  0.46
17 C -2.8215 -0.8092 1.3503  -0.29
18 C -3.8361 -0.8548 2.2979  -0.73
19 C -4.1933 0.2862 3.0011  -0.50
20 C -3.5454 1.4940 2.7653  -0.81
21 C -2.5341 1.5566 1.8214  -0.36
22 H -0.6535 3.3518 -4.3606  0.47
23 H -3.0374 3.0883 -4.9882  0.43
24 H -4.5693 1.8313 -3.5258  0.44
25 H -3.7508 0.7584 -1.4556  0.52
26 H -1.1264 -0.8913 -2.9278  0.38
27 H -0.4999 -3.1410 -3.6866  0.45
28 H 0.5102 -4.7523 -2.1113  0.44
29 H 0.9092 -4.1050 0.2406  0.46
30 H 0.2947 -1.8597 1.0268  0.54
31 H -2.5502 -1.7048 0.8053  0.42
32 H -4.3479 -1.7892 2.4848  0.44
33 H -4.9832 0.2362 3.7382  0.42
34 H -3.8306 2.3828 3.3112  0.43
35 H -2.0380 2.5027 1.6297  0.45
36 C 1.7739 1.3617 4.2499  -0.85
37 C 2.7563 0.3812 4.3088  -0.39
38 C 3.2492 -0.1740 3.1388  -0.79
39 C 2.7560 0.2586 1.9191  1.02
40 N 1.7890 1.2025 1.8820  -0.11
41 C 1.3074 1.7420 3.0121  -0.04
42 C 3.1993 -0.2071 0.5873  0.35
43 C 4.2333 -1.1176 0.4218  -0.61
44 C 4.6527 -1.4918 -0.8474  -0.93
45 C 4.0445 -0.9491 -1.9671  -0.91
46 C 2.9969 -0.0479 -1.8262  -0.50
47 C 2.5682 0.3296 -0.5582  0.64
48 H 1.3761 1.8212 5.1425  0.43
49 H 3.1363 0.0489 5.2654  0.47
50 H 4.0161 -0.9326 3.1767  0.42
51 H 0.5395 2.4981 2.9040  0.40
52 H 4.7330 -1.5371 1.2842  0.40
53 H 5.4620 -2.2001 -0.9571  0.44
54 H 4.3804 -1.2258 -2.9573  0.45
55 H 2.5295 0.3641 -2.7102  0.40

Record 2
The following is a quantum chemistry calculation of a cluster of 4 separate species, C31H48FINO13P2S2 in total at a distorted geometry, from the Open Molecules 2025 dataset.

Results
**F_max**: 1.79 eV/Å
**Total charge**: -1
**Electronic energy**: -112102.248 eV
**HOMO energy**: -5.171 eV

Each line ends with the Mulliken charge.
Element x y z (Å)
1 C 3.9498 2.2948 0.4992  -2.38
2 C 3.1425 1.1116 0.0294  -0.17
3 C 3.4838 0.3850 -1.1168  0.84
4 S 4.8590 0.8277 -2.0972  1.42
5 O 4.4806 1.8043 -3.0634  -0.66
6 O 6.0530 1.1096 -1.3746  -0.70
7 F 5.0894 -0.4792 -2.9166  -0.23
8 C 2.7171 -0.6934 -1.5490  0.01
9 C 1.5781 -1.0903 -0.8667  0.81
10 C 0.8273 -2.2960 -1.4094  -0.36
11 O 0.2939 -2.1130 -2.5183  -0.65
12 O 0.8792 -3.3289 -0.7297  -0.77
13 C 1.1930 -0.3856 0.2675  -0.76
14 C 1.9888 0.6946 0.6942  0.67
15 S 1.4594 1.5372 2.1676  -0.29
16 C -0.2840 1.5142 1.8961  1.30
17 C -0.8269 0.3491 1.3471  -0.06
18 C -2.2130 0.2755 1.1615  0.51
19 C -2.9330 -0.9214 0.6177  -1.33
20 C -2.6275 -1.2208 -0.8320  0.37
21 O -2.3826 -0.3868 -1.6072  -0.45
22 I -2.8144 -3.2933 -1.3671  0.05
23 C -2.9917 1.3643 1.5316  -1.12
24 C -2.4395 2.5296 2.0513  0.70
25 P -3.5764 3.8886 2.4550  -0.29
26 P -4.0325 4.6366 0.4543  0.98
27 O -3.0209 5.5835 -0.0486  -0.65
28 O -4.1612 3.3352 -0.4540  -0.47
29 O -5.5058 5.2616 0.4590  -0.51
30 C -1.0639 2.6190 2.2296  -0.82
31 O -0.4901 3.7641 2.7332  -0.35
32 C -0.3507 4.7951 1.7284  -0.72
33 C 1.0727 5.0378 1.2701  1.12
34 C 1.1492 5.0219 -0.2529  -1.97
35 O 1.5175 6.3176 1.7609  -0.63
36 N 0.0259 -0.7560 1.0196  0.18
37 H 3.6843 2.5823 1.5100  0.49
38 H 5.0110 2.0926 0.4754  0.54
39 H 3.7081 3.1412 -0.1413  0.32
40 H 3.0199 -1.2125 -2.4441  0.50
41 H -4.0045 -0.7464 0.6755  0.41
42 H -2.7442 -1.8119 1.2112  0.58
43 H -4.0596 1.2976 1.3946  0.33
44 H -2.8222 4.9597 2.9563  0.00
45 H -4.6752 3.5273 -1.2483  0.31
46 H -5.4272 6.2142 0.3275  0.34
47 H -0.9445 4.5286 0.8603  0.36
48 H -0.7502 5.7419 2.0849  0.34
49 H 1.7660 4.2869 1.6394  -0.14
50 H 0.4798 5.7915 -0.6325  0.35
51 H 0.8559 4.0542 -0.6547  0.37
52 H 2.1611 5.2252 -0.5919  0.51
53 H 2.4748 6.2922 1.7010  0.42
54 H 0.3272 -1.2012 1.8821  0.32
55 C -2.6879 -7.0524 -2.5513  -0.88
56 C -2.3493 -8.1269 -1.5343  -0.36
57 O -3.3539 -8.3370 -0.5543  -0.43
58 C -4.6206 -8.7313 -1.0375  -0.33
59 C -4.6112 -10.0383 -1.8142  -1.03
60 H -2.8830 -6.1029 -2.0537  0.03
61 H -1.8572 -6.9134 -3.2428  0.43
62 H -3.5719 -7.3087 -3.1388  0.28
63 H -1.4600 -7.8297 -0.9796  0.36
64 H -2.1056 -9.0707 -2.0371  0.28
65 H -5.0675 -7.9306 -1.6380  0.29
66 H -5.2475 -8.8430 -0.1519  0.35
67 H -4.0030 -9.9734 -2.7169  0.27
68 H -5.6262 -10.3036 -2.1142  0.39
69 H -4.2076 -10.8441 -1.1988  0.28
70 C 3.4006 -0.3636 -7.1490  -1.18
71 C 3.6554 -1.3018 -5.9801  -0.27
72 O 2.5858 -1.3772 -5.0617  -0.18
73 C 1.3354 -1.8191 -5.5583  -0.09
74 C 1.3686 -3.2164 -6.1535  -1.23
75 H 3.1754 0.6398 -6.7853  0.31
76 H 4.2813 -0.3155 -7.7922  0.40
77 H 2.5586 -0.6917 -7.7604  0.28
78 H 4.5066 -0.9334 -5.4079  0.27
79 H 3.9259 -2.3034 -6.3385  0.31
80 H 0.9352 -1.0982 -6.2825  0.28
81 H 0.6663 -1.8072 -4.6968  0.13
82 H 2.0249 -3.2817 -7.0251  0.35
83 H 0.3663 -3.5104 -6.4673  0.39
84 H 1.7253 -3.9332 -5.4125  0.31
85 C 1.1688 5.0182 6.5421  -1.30
86 C 0.9495 3.7005 5.8174  0.44
87 O 1.7834 2.6495 6.2757  -0.40
88 C 1.6489 2.2925 7.6355  -0.35
89 C 0.2549 1.8228 8.0183  -1.04
90 H 2.2095 5.3332 6.4517  0.36
91 H 0.5304 5.7908 6.1126  0.40
92 H 0.9357 4.9468 7.6062  0.32
93 H 1.1866 3.8260 4.7617  -0.18
94 H -0.1038 3.4019 5.8634  0.18
95 H 1.9683 3.1185 8.2829  0.32
96 H 2.3590 1.4803 7.7940  0.35
97 H -0.4927 2.6057 7.8849  0.26
98 H 0.2362 1.5187 9.0660  0.40
99 H -0.0417 0.9725 7.4029  0.27

Record 3
The following is a quantum chemistry calculation of a structure of composition C44H37P2Tb at a distorted geometry, from the Open Molecules 2025 dataset.

Results
**F_max**: 3.63 eV/Å
**Total charge**: +2
**Electronic energy**: -87223.112 eV
**HOMO energy (spin up / spin down)**: -12.572 / -12.606 eV
**Spin multiplicity**: 7

Each line ends with the Mulliken charge.
Element x y z (Å)
1 C 0.5766 -1.7746 -3.1625  -0.81
2 C -0.4148 -2.1906 -2.2412  0.11
3 C -1.7793 -2.2271 -2.6372  -0.39
4 C -2.1292 -1.7804 -3.9135  -0.60
5 C -1.1452 -1.3458 -4.8049  -0.74
6 C 0.2038 -1.3505 -4.4356  -0.66
7 P 0.0189 -2.3227 -0.4632  1.36
8 C -1.2344 -3.4489 0.2283  0.69
9 C -2.2313 -2.9364 1.0876  0.08
10 C -3.3339 -3.7239 1.4009  -0.87
11 C -3.3913 -5.0514 0.9594  -0.54
12 C -2.3481 -5.5892 0.1976  -0.66
13 C -1.2560 -4.7960 -0.1614  -0.42
14 Tb -1.3413 0.2384 -0.6199  0.53
15 P 0.2402 2.6204 -0.5147  1.28
16 C -1.1485 2.6649 -1.6624  -0.07
17 C -0.9484 2.5575 -3.0609  -0.15
18 C -2.0209 2.1447 -3.8517  -0.64
19 C -3.1882 1.6548 -3.2649  -0.48
20 C -3.3869 1.7285 -1.8738  -0.92
21 C -2.4486 2.4285 -1.0928  -0.58
22 C -0.0106 3.7897 0.8187  0.61
23 C 0.7056 3.5781 2.0178  -0.50
24 C 0.3474 4.2820 3.1614  -0.56
25 C -0.6634 5.2564 3.1152  -0.66
26 C -1.2952 5.5376 1.8979  -0.72
27 C -0.9669 4.8210 0.7456  -0.46
28 C 1.7882 2.7935 -1.4186  0.52
29 C 2.6928 1.7060 -1.3511  -0.32
30 C 3.8918 1.7672 -2.0501  -0.82
31 C 4.2010 2.8917 -2.8252  -0.51
32 C 3.2949 3.9563 -2.9193  -0.71
33 C 2.0835 3.9090 -2.2256  -0.26
34 C 1.6566 -3.0429 -0.3425  0.30
35 C 2.2161 -3.8642 -1.3352  -0.09
36 C 3.5104 -4.3652 -1.1672  -0.79
37 C 4.2432 -4.0570 -0.0165  -0.54
38 C 3.6842 -3.2392 0.9753  -0.63
39 C 2.3972 -2.7342 0.8213  -0.63
40 H 1.5149 2.8435 2.0267  0.42
41 H 0.8672 4.0934 4.1010  0.55
42 H -0.9242 5.8147 4.0207  0.41
43 H -2.0475 6.3262 1.8530  0.42
44 H -1.4340 5.0562 -0.2130  0.48
45 H 0.0121 2.8345 -3.5011  0.52
46 H -1.9357 2.1991 -4.9387  0.47
47 H -3.9895 1.2679 -3.8982  0.47
48 H -4.3089 1.3610 -1.4102  0.59
49 H -2.6668 2.7018 -0.0523  0.57
50 H 2.4312 0.8173 -0.7716  0.45
51 H 4.5997 0.9397 -1.9809  0.46
52 H 5.1582 2.9431 -3.3466  0.42
53 H 3.5386 4.8248 -3.5370  0.42
54 H 1.3605 4.7201 -2.3197  0.49
55 H 1.6517 -4.1096 -2.2356  0.45
56 H 3.9446 -5.0011 -1.9412  0.42
57 H 5.2496 -4.4605 0.1140  0.41
58 H 4.2540 -3.0026 1.8749  0.44
59 H 1.9417 -2.0983 1.5829  0.46
60 H -2.1179 -1.9263 1.5000  -0.08
61 H -4.1492 -3.3092 1.9962  0.48
62 H -4.2474 -5.6706 1.2269  0.41
63 H -2.3885 -6.6295 -0.1271  0.42
64 H -0.4281 -5.2058 -0.7415  0.40
65 H -2.5354 -2.6359 -1.9531  0.43
66 H -3.1775 -1.7736 -4.2259  0.53
67 H -1.4324 -1.0188 -5.8069  0.47
68 H 0.9745 -1.0341 -5.1426  0.44
69 H 1.6251 -1.7416 -2.8562  0.49
70 H 0.1150 0.2579 -1.9468  0.75
71 H 0.5140 0.4011 -1.2127  -0.56
72 C -0.8763 0.1004 1.6668  -0.59
73 C -0.6595 0.0508 2.8992  0.11
74 C -0.4272 0.0038 4.2984  0.36
75 C -0.8414 -1.1000 5.0934  -0.35
76 C -0.5810 -1.1353 6.4659  -0.67
77 C 0.0933 -0.0788 7.0941  -0.39
78 C 0.4878 1.0287 6.3297  -0.54
79 C 0.2321 1.0709 4.9572  0.14
80 H -1.3751 -1.9262 4.6208  0.50
81 H -0.9143 -1.9870 7.0618  0.39
82 H 0.2975 -0.1086 8.1701  0.39
83 H 0.9918 1.8674 6.8149  0.39
84 H 0.5323 1.9429 4.3753  0.01

Record 4
The following is a quantum chemistry calculation of an isolated molecule of C9H8O4S2 at a distorted geometry, from the Open Molecules 2025 dataset.

Results
**F_max**: 3.88 eV/Å
**Total charge**: 0
**Relative energy (zero: lowest compared OMol25 entry of this formula, charge and spin)**: 0.00 kcal/mol
**Electronic energy**: -39319.443 eV
**HOMO energy**: -9.587 eV

Each line ends with the Mulliken charge.
Element x y z (Å)
1 C 2.8943 -1.4406 0.1743  -0.39
2 C 1.7484 -2.2059 -0.0482  -0.65
3 C 2.7265 -0.0784 0.2470  -0.72
4 C 0.4659 -1.6818 0.0168  -0.26
5 C 1.4632 0.4803 0.2222  -0.30
6 C 0.3261 -0.3081 0.0169  0.29
7 C -1.1408 2.8000 -0.6791  -0.87
8 C -0.9963 1.8484 0.2684  -0.69
9 C -1.0071 0.3428 -0.0703  1.08
10 O -3.0403 -0.8981 -0.5044  -0.25
11 O -1.3223 -0.8236 -2.4037  -0.49
12 O -3.2730 0.6610 1.5544  -0.57
13 O -1.9613 -1.4137 1.6849  -0.55
14 S -2.0880 -0.0303 -1.5030  0.48
15 S -2.4454 -0.3343 0.8892  0.99
16 H 3.7978 -2.0025 0.2272  0.41
17 H 1.9867 -3.2969 -0.1639  0.28
18 H 3.5277 0.6096 0.5173  0.33
19 H -0.2744 -2.4481 -0.1807  0.35
20 H 1.5450 1.5411 0.4096  0.37
21 H -1.1766 3.7839 -0.2286  0.35
22 H -0.8184 2.6820 -1.7099  0.31
23 H -0.9376 2.2131 1.2636  0.50

- Look up the total charge of the third one.
  +2

- The highest electronic energy belongs to which entry?
  C9H8O4S2

- The lowest electronic energy belongs to which entry?
  C31H48FINO13P2S2